[1]
{"formula": "C55H39F5N10O4S2SrTe", "method": "ωB97M-V with the def2-TZVPD basis set", "fmax_ev_per_a": 3.97, "orbital_gap_ev": [6.14, 6.06], "homo_energy_ev": [-7.1, -7.0], "energy_ev": -124148.2140, "species": ["Sr", "C", "O", "C", "C", "C", "C", "C", "C", "N", "N", "C", "C", "O", "C", "C", "C", "C", "C", "C", "C", "C", "H", "H", "H", "H", "H", "H", "H", "H", "H", "H", "H", "H", "H", "C", "C", "N", "C", "C", "N", "C", "C", "C", "C", "C", "N", "C", "C", "N", "C", "C", "N", "C", "C", "C", "N", "C", "C", "H", "H", "H", "H", "H", "H", "H", "H", "H", "H", "H", "H", "S", "C", "C", "C", "C", "C", "C", "N", "C", "C", "C", "C", "C", "C", "C", "C", "N", "C", "C", "C", "C", "C", "S", "C", "H", "H", "H", "H", "H", "H", "H", "H", "H", "H", "H", "H", "F", "Te", "F", "F", "F", "F", "O", "O", "H", "H"], "xyz": [[-0.95, -0.67, 0.56], [-0.80, 0.81, 4.08], [-0.99, 1.16, 2.71], [-0.79, 2.48, 2.40], [-0.85, 3.49, 3.34], [-0.55, 4.80, 2.98], [-0.19, 5.10, 1.68], [-0.15, 4.09, 0.73], [-0.47, 2.77, 1.05], [-0.49, 1.72, 0.15], [0.21, 1.91, -0.96], [-0.14, 1.13, -2.12], [0.28, -0.20, -2.12], [0.72, -0.75, -1.04], [0.17, -0.90, -3.37], [-0.45, -0.34, -4.44], [-1.02, 0.96, -4.38], [-1.74, 1.52, -5.45], [-2.27, 2.78, -5.37], [-2.08, 3.55, -4.20], [-1.37, 3.04, -3.15], [-0.84, 1.73, -3.20], [-1.60, 1.19, 4.71], [0.17, 1.18, 4.43], [-0.82, -0.28, 4.12], [-1.11, 3.27, 4.36], [-0.61, 5.58, 3.73], [0.05, 6.12, 1.40], [0.09, 4.34, -0.30], [0.58, -1.91, -3.41], [-0.55, -0.90, -5.36], [-1.88, 0.93, -6.35], [-2.83, 3.19, -6.20], [-2.50, 4.54, -4.14], [-1.24, 3.62, -2.24], [0.20, -3.77, 3.52], [-0.12, -3.08, 2.36], [0.51, -1.95, 2.02], [1.43, -1.47, 2.86], [1.68, -2.16, 4.05], [1.10, -3.30, 4.37], [2.08, -0.15, 2.60], [3.01, 0.30, 3.53], [3.34, 1.65, 3.56], [2.86, 2.45, 2.55], [2.21, 1.85, 1.45], [1.72, 0.60, 1.54], [2.24, 2.61, 0.19], [3.27, 3.57, 0.01], [3.68, 4.09, -1.11], [3.08, 3.57, -2.22], [2.05, 2.70, -2.17], [1.52, 2.30, -0.95], [4.20, 2.19, 4.64], [5.13, 3.20, 4.39], [5.95, 3.63, 5.42], [5.91, 3.14, 6.65], [5.01, 2.19, 6.90], [4.14, 1.69, 5.94], [-0.30, -4.70, 3.77], [-0.89, -3.43, 1.70], [2.37, -1.77, 4.80], [3.46, -0.37, 4.25], [2.99, 3.52, 2.60], [3.82, 3.89, 0.88], [3.47, 3.89, -3.18], [1.56, 2.33, -3.05], [5.23, 3.62, 3.40], [6.68, 4.41, 5.24], [4.99, 1.80, 7.91], [3.42, 0.94, 6.21], [-5.43, 0.89, -5.07], [-6.06, 2.44, -4.75], [-5.73, 2.87, -3.50], [-4.95, 1.92, -2.79], [-4.70, 0.78, -3.51], [-3.92, -0.39, -3.11], [-3.11, -0.33, -1.95], [-2.35, -1.31, -1.52], [-2.31, -2.45, -2.24], [-3.08, -2.63, -3.39], [-2.98, -3.84, -4.15], [-2.08, -4.79, -3.81], [-1.23, -4.62, -2.67], [-0.22, -5.54, -2.36], [0.62, -5.30, -1.30], [0.36, -4.16, -0.52], [-0.59, -3.29, -0.76], [-1.36, -3.48, -1.86], [1.75, -6.17, -0.94], [2.86, -5.83, -0.22], [3.75, -6.92, -0.04], [3.31, -8.06, -0.63], [1.80, -7.84, -1.39], [-3.91, -1.57, -3.81], [-6.64, 2.95, -5.49], [-6.03, 3.82, -3.09], [-4.60, 2.07, -1.78], [-3.11, 0.59, -1.38], [-3.61, -3.96, -5.02], [-1.98, -5.69, -4.40], [-0.09, -6.41, -2.99], [0.99, -3.97, 0.34], [3.05, -4.82, 0.12], [4.69, -6.85, 0.49], [3.78, -9.03, -0.65], [-4.51, -1.70, -4.70], [-5.36, 0.35, 1.75], [-3.69, -0.44, 2.06], [-4.23, -1.48, 0.60], [-4.61, -1.57, 3.22], [-3.13, 0.93, 0.86], [-3.66, 0.81, 3.45], [-2.15, -1.28, 2.25], [2.88, -2.23, 0.03], [3.58, -1.67, -0.32], [2.06, -1.83, -0.32]], "mulliken_charge": [1.45, -1.75, 1.78, 0.28, -0.44, -0.97, -1.01, -0.59, -1.18, 1.10, 1.63, -1.09, 0.22, 0.02, -0.65, -1.13, 1.10, -0.88, -0.76, -0.82, -0.59, 0.78, 0.41, 0.53, 0.19, 0.45, 0.44, 0.44, 0.40, 0.57, 0.39, 0.42, 0.43, 0.46, 0.40, -1.06, -1.16, 1.60, -1.24, -0.47, -0.66, 1.14, -1.93, 0.45, -1.37, 0.66, 0.93, -0.62, -0.21, -0.69, -0.80, -0.56, 0.88, 0.16, -0.50, -0.41, -0.63, -0.45, -0.48, 0.48, 0.80, 0.48, 1.15, 1.31, 0.58, 0.42, 0.51, 0.41, 0.39, 0.38, 0.43, -0.17, -0.40, -0.76, -0.37, 0.52, 0.34, -1.90, 1.61, -1.04, 1.08, -1.09, -1.12, 1.32, -1.09, 0.48, -0.57, 0.83, -0.43, 0.00, -0.30, -0.68, -0.37, -0.17, -0.70, 0.48, 0.43, 0.67, -0.31, 0.46, 0.45, 0.45, 0.47, 0.51, 0.39, 0.44, 0.47, -0.40, 1.79, -0.44, -0.39, -0.54, -0.41, -1.13, -0.65, 0.30, -0.01]}

=====

[2]
{"formula": "C55H40N9O3PSr", "method": "ωB97M-V with the def2-TZVPD basis set", "fmax_ev_per_a": 1.13, "orbital_gap_ev": [4.89, 4.94], "homo_energy_ev": [-5.7, -5.7], "energy_ev": -87370.2827, "species": ["Sr", "C", "C", "C", "C", "C", "N", "C", "C", "C", "C", "C", "C", "C", "C", "N", "C", "N", "C", "N", "C", "N", "C", "N", "C", "N", "C", "C", "C", "C", "C", "C", "C", "C", "C", "C", "C", "C", "C", "C", "N", "H", "H", "H", "H", "H", "H", "H", "H", "H", "H", "H", "H", "H", "H", "H", "H", "O", "P", "C", "C", "C", "C", "C", "C", "C", "C", "C", "C", "C", "C", "C", "C", "C", "C", "C", "C", "H", "H", "H", "H", "H", "H", "H", "H", "H", "H", "H", "H", "H", "H", "H", "O", "C", "O", "C", "N", "C", "C", "C", "H", "H", "H", "H", "H", "H", "H", "H", "H"], "xyz": [[0.65, -0.05, 0.13], [2.58, 0.76, -6.40], [1.67, 1.82, -6.39], [1.08, 2.24, -5.20], [1.42, 1.58, -4.04], [1.02, 1.75, -2.64], [0.20, 2.72, -2.23], [-0.06, 3.01, -0.97], [-0.81, 4.20, -0.55], [-1.44, 5.21, -1.25], [-1.99, 6.26, -0.53], [-1.90, 6.30, 0.86], [-1.27, 5.29, 1.57], [-0.74, 4.23, 0.85], [0.02, 3.04, 1.25], [0.34, 2.78, 2.51], [1.16, 1.80, 2.90], [1.68, 0.80, 2.17], [2.62, 0.14, 2.89], [3.44, -0.80, 2.49], [3.63, -1.17, 1.22], [3.01, -0.69, 0.12], [3.58, -1.19, -1.00], [3.31, -0.87, -2.26], [2.47, 0.07, -2.66], [1.65, 0.83, -1.89], [2.34, 0.52, -4.05], [2.93, 0.10, -5.23], [4.63, -2.12, -0.61], [5.51, -2.92, -1.34], [6.41, -3.70, -0.63], [6.45, -3.68, 0.77], [5.59, -2.87, 1.49], [4.67, -2.10, 0.79], [2.64, 0.69, 4.25], [3.38, 0.38, 5.38], [3.17, 1.15, 6.52], [2.25, 2.20, 6.52], [1.52, 2.52, 5.38], [1.72, 1.74, 4.26], [0.37, 2.36, 0.14], [3.02, 0.46, -7.34], [1.42, 2.32, -7.31], [0.39, 3.07, -5.18], [-1.48, 5.19, -2.33], [-2.48, 7.07, -1.05], [-2.32, 7.15, 1.39], [-1.19, 5.31, 2.65], [3.65, -0.71, -5.24], [5.49, -2.91, -2.42], [7.11, -4.33, -1.17], [7.17, -4.29, 1.28], [5.62, -2.84, 2.57], [4.09, -0.43, 5.37], [3.72, 0.93, 7.42], [2.12, 2.79, 7.42], [0.83, 3.35, 5.37], [-1.77, -0.26, 0.38], [-3.21, 0.13, 0.22], [-3.66, 1.61, 1.14], [-4.18, 2.74, 0.51], [-4.54, 3.84, 1.27], [-4.36, 3.83, 2.64], [-3.81, 2.71, 3.27], [-3.47, 1.60, 2.52], [-3.61, 0.45, -1.50], [-2.58, 0.87, -2.34], [-2.84, 1.17, -3.66], [-4.13, 1.06, -4.16], [-5.16, 0.63, -3.33], [-4.90, 0.33, -2.00], [-4.29, -1.18, 0.81], [-5.59, -0.94, 1.25], [-6.39, -1.99, 1.66], [-5.90, -3.28, 1.64], [-4.60, -3.53, 1.23], [-3.79, -2.48, 0.81], [-4.32, 2.75, -0.56], [-4.93, 4.72, 0.79], [-4.62, 4.69, 3.23], [-3.65, 2.71, 4.34], [-3.05, 0.73, 3.00], [-1.58, 0.96, -1.95], [-2.04, 1.50, -4.30], [-4.34, 1.29, -5.19], [-6.17, 0.54, -3.71], [-5.71, -0.01, -1.36], [-5.97, 0.08, 1.28], [-7.40, -1.80, 1.99], [-6.52, -4.10, 1.97], [-4.21, -4.54, 1.23], [-2.77, -2.65, 0.49], [0.24, -2.36, -1.17], [0.57, -3.18, -0.36], [0.63, -2.90, 0.94], [0.97, -4.61, -0.71], [1.54, -5.28, 0.47], [2.98, -5.46, 0.19], [3.06, -5.65, -1.32], [2.03, -4.65, -1.83], [0.05, -5.11, -1.02], [1.10, -6.18, 0.61], [1.01, -3.72, 1.35], [3.37, -6.29, 0.78], [3.51, -4.56, 0.49], [2.77, -6.67, -1.58], [4.06, -5.46, -1.71], [1.60, -4.93, -2.79], [2.48, -3.66, -1.96]], "mulliken_charge": [2.98, -0.64, -0.82, 0.12, -0.06, -0.25, -0.32, -0.75, 0.31, -0.32, -0.71, -0.91, 0.42, 0.46, -0.60, -0.45, -0.26, 0.01, -0.40, -0.59, -0.68, -0.49, -0.73, -0.43, -0.32, -0.18, 0.08, -0.12, 0.73, -0.04, -0.65, -0.81, 0.17, 0.12, 0.03, -0.16, -0.55, -0.72, 0.05, -0.15, -0.39, 0.40, 0.40, 0.57, 0.57, 0.42, 0.43, 0.60, 0.57, 0.54, 0.43, 0.42, 0.55, 0.57, 0.41, 0.39, 0.58, 0.16, 1.11, 0.17, -0.31, -0.70, -0.53, -0.76, -0.31, -0.38, 0.40, -0.58, -0.69, -0.73, -0.32, 0.30, -0.50, -0.68, -0.51, -0.59, -0.64, 0.36, 0.41, 0.40, 0.43, 0.47, 0.14, 0.50, 0.41, 0.42, 0.39, 0.45, 0.41, 0.39, 0.43, 0.43, -0.63, 0.28, -0.46, 0.39, -0.62, 0.07, -0.90, -0.18, 0.40, 0.30, 0.37, 0.49, -0.36, 0.36, 0.42, 0.50, -0.25]}